No. 1
A molecular structure, C20H60CrHgO11 in a non-equilibrium geometry. Source: the OMol25 dataset; level of theory: ωB97M-V/def2-TZVPD.

XYZ file:
```
93
Properties=species:S:1:pos:R:3:forces:R:3:mulliken_charge:R:1
Hg 2.014 -2.498 -1.155 -0.2 0.7 0.3 1.83
Cr 3.056 -0.773 1.546 -1.3 0.3 -1.1 0.24
C -0.897 0.088 0.598 0.3 0.5 0.5 0.08
C 0.341 0.041 -0.258 -0.2 -0.8 -1.1 0.44
O 1.396 -0.756 0.257 0.5 -0.1 0.8 1.28
H -0.657 0.577 1.546 -0.2 -0.1 0.1 -0.45
H -1.276 -0.915 0.793 0.0 0.0 0.0 0.05
H -1.674 0.685 0.118 0.0 -0.1 0.0 -0.11
H 0.689 1.024 -0.599 0.0 0.1 0.5 -0.30
H 0.016 -0.440 -1.200 0.1 0.2 0.0 -0.45
O 3.742 -2.020 0.147 0.3 0.3 0.4 -0.89
H 4.446 -1.534 -0.303 0.1 -0.4 -0.2 0.17
C -1.074 -5.678 -0.060 -0.4 0.7 -0.9 -1.02
C 0.351 -5.199 0.111 -0.5 0.2 0.1 -0.23
O 0.407 -3.751 -0.134 -0.1 -0.1 -0.1 -0.77
H -1.167 -6.712 -0.388 0.2 -0.2 0.7 0.39
H -1.516 -5.154 -0.919 0.2 0.2 0.1 0.18
H -1.698 -5.413 0.791 0.0 -0.4 0.1 0.30
H 1.003 -5.682 -0.612 0.2 0.1 0.1 0.38
H 0.699 -5.331 1.132 0.2 -0.3 -0.1 0.29
H 0.168 -3.285 0.698 0.1 -0.2 0.1 0.19
C -1.646 -2.753 3.737 -0.1 -0.3 0.0 -1.33
C -0.282 -2.182 3.480 0.7 -0.5 -0.5 0.61
O 0.389 -3.077 2.523 -0.2 0.4 0.1 -0.49
H -1.591 -3.617 4.398 0.0 0.1 0.1 0.37
H -2.077 -3.127 2.805 0.0 0.2 -0.1 0.25
H -2.327 -2.015 4.153 0.0 0.0 0.1 0.38
H 0.375 -2.172 4.352 -0.3 0.1 0.3 0.41
H -0.311 -1.182 3.044 -0.1 0.0 0.0 -0.37
H 1.332 -2.888 2.566 0.0 -0.2 0.1 0.11
C -1.186 4.401 3.457 -0.6 0.5 0.5 -0.80
C -2.429 4.290 2.594 0.0 0.9 -0.5 -0.49
O -2.430 3.131 1.779 0.0 -0.4 -0.5 -0.36
H -1.053 3.489 4.045 0.3 -0.1 -0.2 0.22
H -1.304 5.200 4.196 -0.1 0.0 -0.1 0.39
H -0.332 4.696 2.850 0.2 -0.5 0.0 0.21
H -2.431 5.105 1.863 0.2 0.0 0.1 0.24
H -3.368 4.474 3.124 0.1 -0.6 0.3 0.40
H -2.631 2.321 2.256 -0.2 0.2 0.3 0.22
C -1.666 2.288 -2.215 0.5 0.5 -0.4 -0.08
C -2.909 3.151 -2.229 -0.6 -0.1 0.5 -0.75
O -3.807 2.750 -1.180 0.2 0.1 -0.3 -0.42
H -1.075 2.461 -3.122 -0.1 -0.1 0.0 0.40
H -1.921 1.231 -2.166 0.0 0.0 0.1 -0.21
H -1.018 2.581 -1.385 -0.1 -0.3 0.2 0.11
H -3.447 3.059 -3.172 -0.1 -0.1 0.1 0.33
H -2.683 4.211 -2.097 0.2 0.0 -0.2 0.40
H -3.503 3.171 -0.367 -0.1 -0.2 0.2 0.21
C 2.273 2.637 3.714 -0.2 -0.2 -0.2 -1.11
C 1.506 1.388 3.332 -0.7 0.9 -0.3 0.26
O 2.359 0.221 3.271 0.1 -0.4 -0.1 -0.29
H 1.558 3.458 3.765 0.1 0.0 0.2 0.19
H 2.992 2.889 2.934 0.1 0.0 0.1 0.18
H 2.780 2.533 4.674 0.0 0.1 0.0 0.47
H 1.036 1.534 2.358 0.5 -0.3 -0.2 -0.13
H 0.644 1.207 3.978 0.4 -0.3 0.4 0.36
H 2.818 0.147 4.117 0.0 -0.1 0.0 0.20
C 3.584 2.671 -0.551 -0.1 0.5 0.0 -0.96
C 4.443 1.470 -0.259 0.0 -0.1 -0.1 0.38
O 4.182 1.006 1.105 0.4 -0.1 -0.1 -0.25
H 2.560 2.433 -0.258 0.0 0.1 -0.1 0.12
H 3.596 2.964 -1.602 0.0 -0.3 -0.1 0.26
H 3.903 3.580 -0.035 0.0 -0.2 0.3 0.39
H 5.515 1.630 -0.365 0.0 0.2 0.0 0.49
H 4.166 0.645 -0.915 -0.1 0.0 0.1 -0.32
H 4.762 1.483 1.710 0.0 0.0 0.0 0.23
C 3.748 1.317 -3.888 0.7 -0.2 -0.6 -1.46
C 2.580 0.519 -3.374 -0.7 0.0 0.0 0.18
O 2.999 -0.620 -2.578 0.5 0.0 -0.2 -0.40
H 4.124 0.903 -4.829 0.0 -0.1 0.1 0.42
H 4.595 1.292 -3.195 -0.1 0.2 0.1 0.33
H 3.514 2.352 -4.133 -0.2 0.0 0.3 0.38
H 1.970 0.147 -4.200 0.0 0.0 0.0 0.36
H 1.914 1.100 -2.737 0.1 0.0 0.1 -0.10
H 3.849 -0.906 -2.935 0.0 -0.1 -0.1 0.24
C -1.343 -1.838 -4.188 0.5 -0.1 0.6 -1.24
C -0.761 -2.697 -3.071 -0.5 0.1 -0.6 0.16
O 0.684 -2.563 -3.027 0.4 0.0 0.2 -0.45
H -2.408 -2.049 -4.258 0.0 0.0 -0.2 0.37
H -0.821 -2.086 -5.113 -0.3 0.0 -0.2 0.46
H -1.210 -0.777 -3.978 0.0 0.0 0.0 0.17
H -1.021 -3.738 -3.269 0.1 -0.1 0.3 0.45
H -1.125 -2.395 -2.094 0.1 -0.1 0.1 -0.03
H 1.083 -2.873 -3.848 -0.1 0.0 -0.1 0.18
C -4.001 -0.844 -1.575 0.0 0.2 -0.1 -0.23
C -4.601 -0.748 -0.179 1.0 1.0 0.2 0.02
O -5.682 0.148 -0.067 -0.6 -0.5 -0.1 -0.57
H -2.963 -1.189 -1.521 -0.2 -0.4 0.0 -0.43
H -3.905 0.133 -2.057 -0.3 0.1 0.2 0.10
H -4.623 -1.481 -2.203 0.2 -0.1 -0.2 0.46
H -3.820 -0.369 0.503 0.0 -0.3 0.0 -0.07
H -4.868 -1.744 0.176 -0.4 0.1 0.0 0.37
H -5.622 0.841 -0.733 0.2 0.0 0.0 0.33
```
Forces are in eV/Å.

Results
Net charge: +2
Largest force on an atom, eV Å⁻¹: 1.78
Expectation value of S²: 6.009
Electronic energy, hartree: -2822.9346
2S+1: 5
HOMO energy (spin up / spin down), eV: -13.437 / -13.438

---

No. 2
10 unconnected molecules or ions with the total composition C20H60N2O10 in a non-equilibrium geometry. Source: the OMol25 dataset; level of theory: ωB97M-V/def2-TZVPD.

XYZ file:
```
92
Properties=species:S:1:pos:R:3:forces:R:3:mulliken_charge:R:1
N 25.887 -12.413 17.675 3.6 1.2 0.5 2.16
C 25.465 -12.967 18.807 3.0 -0.6 3.8 0.73
N 24.193 -13.147 18.856 -3.8 -1.3 0.8 0.97
O 26.218 -13.323 19.859 -1.8 1.2 -3.9 -1.29
H 26.815 -11.898 17.646 -1.4 -1.0 -0.1 -0.58
H 25.287 -12.265 16.907 -0.9 0.0 -0.5 -1.03
H 23.820 -13.642 19.677 0.1 0.5 -0.4 -0.02
H 23.541 -12.906 18.104 0.5 -0.1 0.3 -0.25
C 25.918 -10.654 23.677 0.4 2.0 -0.5 -1.49
C 25.648 -11.411 22.397 -8.0 -0.5 6.8 0.91
C 24.385 -10.912 21.730 -1.9 -0.7 0.4 -0.82
O 26.564 -11.392 21.593 9.6 2.4 -5.7 -0.40
H 26.347 -9.662 23.317 -0.5 -0.9 1.0 0.23
H 26.616 -11.111 24.350 0.7 -0.4 0.0 0.40
H 25.026 -10.477 24.275 -0.2 0.1 -0.2 0.39
H 25.538 -12.460 22.648 -1.1 -0.7 0.9 -0.05
H 24.501 -10.034 21.144 0.7 0.9 -0.6 0.19
H 23.662 -10.610 22.472 -0.6 -0.2 0.3 0.61
H 23.923 -11.664 21.064 0.3 0.2 0.3 -0.04
H 26.503 -12.207 21.154 0.7 -1.9 -2.5 0.26
C 24.001 -10.958 14.056 -1.4 -1.3 1.0 -1.49
C 24.705 -12.272 14.267 3.8 4.3 -6.9 0.60
C 26.187 -12.041 14.489 1.4 -0.3 -2.6 -1.41
O 24.292 -12.871 15.271 -4.7 -5.5 8.2 -0.62
H 22.954 -11.114 13.827 -0.3 -0.1 -0.2 0.36
H 24.422 -10.388 13.324 1.2 1.6 -2.1 0.61
H 24.034 -10.418 14.974 0.2 0.7 0.7 0.18
H 24.520 -12.908 13.409 0.5 0.1 -0.9 0.54
H 26.466 -11.173 15.040 -0.3 0.8 0.8 0.32
H 26.651 -11.852 13.483 -0.1 -0.3 0.8 0.48
H 26.670 -12.905 14.950 -0.1 -0.1 -0.2 0.15
H 23.711 -13.600 15.013 0.0 0.1 0.8 0.25
C 28.742 -8.638 20.071 0.9 -1.0 0.5 -1.38
C 27.281 -8.296 20.071 3.2 0.8 -7.2 0.19
C 26.492 -9.112 19.098 -0.6 0.3 -2.2 -0.10
O 26.786 -8.404 21.204 -3.7 -1.5 9.2 -0.56
H 29.206 -7.926 20.714 0.6 0.6 0.6 0.42
H 29.238 -8.572 19.100 -0.1 -0.3 0.1 0.33
H 28.881 -9.630 20.604 0.0 0.8 -1.0 0.22
H 27.178 -7.249 19.879 0.2 1.0 -1.2 0.48
H 26.171 -10.094 19.492 0.3 0.5 -0.1 -0.21
H 27.003 -9.228 18.125 0.0 -0.3 0.4 0.38
H 25.630 -8.490 18.828 -0.3 -0.5 0.3 0.06
H 26.801 -9.350 21.398 -0.2 -0.2 0.7 0.04
C 23.768 -10.176 17.848 -0.5 0.9 0.6 -0.16
C 22.324 -10.706 17.489 1.4 12.1 8.6 0.37
C 21.602 -9.566 16.868 -0.2 2.8 1.0 -1.62
O 22.317 -11.667 16.800 0.9 -12.8 -8.6 -0.46
H 24.520 -10.280 17.039 -0.5 -0.1 0.4 0.19
H 24.107 -10.657 18.784 0.1 0.4 -0.7 -0.85
H 23.672 -9.079 18.015 0.3 -0.8 0.1 0.65
H 21.887 -10.839 18.497 -0.3 -0.4 -0.2 0.48
H 22.069 -9.205 15.948 0.2 -0.1 -0.1 0.28
H 21.649 -8.717 17.614 -0.4 -0.6 -1.0 0.40
H 20.582 -9.801 16.655 -0.8 -0.2 -0.1 0.45
H 23.027 -11.589 16.122 -0.9 -0.7 0.3 -0.14
C 25.399 -17.561 17.959 -1.3 -2.0 1.4 -0.99
C 24.315 -17.354 16.922 -1.2 5.7 5.6 0.03
C 24.146 -15.829 16.606 0.0 0.4 1.4 -0.13
O 24.585 -17.835 15.802 2.8 -5.1 -8.1 -0.58
H 25.488 -18.639 18.183 0.1 0.1 -0.5 0.41
H 25.071 -17.216 18.917 -0.3 0.7 0.7 0.19
H 26.375 -17.188 17.827 1.1 0.8 -0.9 0.12
H 23.377 -17.731 17.315 -0.3 -0.3 0.0 0.28
H 24.872 -15.489 15.861 0.2 -0.3 0.2 0.31
H 24.313 -15.283 17.516 0.2 0.7 0.3 -0.32
H 23.170 -15.515 16.263 -0.6 -0.4 -0.2 0.46
H 25.476 -17.514 15.552 -0.8 -0.5 -0.2 0.42
C 24.351 -15.125 21.632 0.1 -1.3 0.8 -0.25
O 23.333 -14.252 21.295 -1.4 0.3 -0.3 -0.58
H 25.114 -14.523 22.061 1.1 -0.1 0.6 0.15
H 24.708 -15.552 20.734 0.6 -0.4 -1.0 -0.11
H 24.029 -15.974 22.282 0.1 0.7 -0.2 0.30
H 23.155 -13.772 22.093 -0.5 0.7 0.4 0.32
C 21.967 -15.550 18.994 1.6 0.3 -1.0 -0.28
O 21.197 -16.545 18.469 -2.0 -1.2 -1.4 -0.59
H 22.055 -14.764 18.239 0.1 0.0 0.1 0.01
H 22.944 -16.013 19.152 0.4 0.8 0.5 -0.03
H 21.552 -15.130 19.857 -0.4 0.6 1.6 0.44
H 21.416 -17.358 18.903 -0.1 -0.6 0.3 0.36
C 29.367 -11.441 18.017 -1.3 0.6 0.1 -0.75
O 28.314 -11.423 17.017 0.7 0.1 0.7 -0.41
H 29.765 -10.441 18.018 0.5 0.3 0.4 0.24
H 30.115 -12.146 17.711 0.4 -0.5 0.3 0.43
H 28.901 -11.666 18.997 0.4 0.0 -0.6 0.16
H 28.794 -11.586 16.215 -0.2 -0.2 -0.9 0.26
C 28.202 -14.937 17.741 -1.3 -2.2 0.6 -0.47
O 27.244 -14.581 16.759 0.8 0.4 -0.6 -0.56
H 28.903 -15.688 17.321 -0.6 0.3 0.1 0.30
H 27.570 -15.383 18.543 1.0 -0.2 0.0 0.09
H 28.806 -14.213 18.245 0.2 1.3 -0.2 0.11
H 26.672 -13.877 17.122 0.4 -0.3 -0.2 0.38
```
Forces are in eV/Å.

Results
ΔE to the lowest compared entry with this formula, charge and spin, kcal per mole: 27.8
Largest force on an atom, eV Å⁻¹: 15.46
Electronic energy, hartree: -1659.6097
SMILES: NC(N)=O.CC(C)O.CC(C)O.CC(C)O.CC(C)O.CC(C)O.CO.CO.CO.CO
HOMO energy, eV: -9.345